Entry 1:
A 12-piece molecular cluster, C26H60F14N12O32S14 overall at a distorted geometry. Source: the OMol25 dataset; level of theory: the ωB97M-V functional and the def2-TZVPD basis.

```
! RIJCOSX wB97M-V def2-TZVPD def2/J DEFGRID3
* xyz -2 1
C -1.05417 -4.39595 -4.77406
C 0.13061 -4.96531 -4.06396
O 0.84529 -5.85049 -4.50771
N 0.42810 -4.29703 -2.70911
H 0.40021 -3.31020 -2.92245
H -0.35049 -4.44515 -2.08305
C 1.71763 -4.74027 -2.07179
H -1.09666 -3.30691 -4.75776
H -1.92225 -4.80629 -4.25814
H -1.08365 -4.65954 -5.83129
H 1.52249 -5.81233 -2.04527
H 1.85073 -4.31664 -1.07634
H 2.55050 -4.50366 -2.73393
C 5.87094 -1.55556 2.51800
C 7.17060 -2.32115 2.18025
O 7.65454 -3.33114 2.74539
N 8.03050 -1.60177 1.16748
H 7.45344 -1.43773 0.35495
H 8.20106 -0.76085 1.70028
C 9.25197 -2.30960 0.60308
H 5.50631 -1.01492 1.64458
H 6.12269 -0.78421 3.24582
H 5.09433 -2.21080 2.91253
H 9.10660 -3.31464 0.20701
H 9.92818 -2.46807 1.44315
H 9.62069 -1.66479 -0.19465
C 1.08151 5.85424 3.75102
C 0.53162 6.69607 2.63721
O -0.57359 7.20046 2.70013
N 1.43512 6.94036 1.49626
H 1.78135 7.88485 1.40589
H 2.31038 6.45276 1.62377
C 0.85168 6.56506 0.13369
H 0.20118 5.54966 4.31701
H 1.90075 6.33208 4.28825
H 1.46892 4.88163 3.44761
H 1.17628 5.54328 -0.06303
H 1.25713 7.18109 -0.66893
H -0.22795 6.71349 0.11153
C 1.26920 -1.13646 -0.31634
C 0.69456 -0.85733 1.14164
C 1.95373 -0.42214 1.92988
C 2.49713 0.89482 1.57386
C 1.35360 1.84764 1.82143
C 0.05073 1.73313 1.04057
N -0.38925 0.28240 1.03895
O -1.63064 0.03807 0.44572
C 0.16756 2.34926 -0.46896
C -0.98443 2.65160 1.77528
C 0.12580 -2.08073 1.90056
H 1.89584 -2.02204 -0.42198
H 1.69063 -0.23818 -0.76753
H 0.36547 -1.33849 -0.89129
H 2.78361 -1.08573 1.68688
H 1.69155 -0.45314 2.98742
H 2.99436 0.87525 0.60408
H 3.34606 1.13172 2.21519
H 1.66485 2.88495 1.69810
H 1.26504 1.87216 2.90755
H 0.66837 3.31484 -0.53912
H -0.74426 2.29641 -1.06385
H 0.83343 1.71798 -1.05734
H -1.87413 2.72602 1.14999
H -0.66591 3.69143 1.84893
H -1.24467 2.42461 2.80914
H 0.91434 -2.81023 2.08529
H -0.78155 -2.52309 1.48930
H -0.07198 -1.77076 2.92667
C -6.47662 -4.20993 -2.51188
C -6.79752 -2.75547 -2.23137
C -5.54096 -2.15321 -1.58799
N -5.74741 -0.60679 -1.32796
C -6.95309 -0.20073 -0.47268
C -5.80815 0.15413 -2.70979
C -5.24129 1.52389 -2.38091
C -4.31140 1.41130 -1.14568
C -4.43165 -0.03988 -0.71062
H -5.49169 -4.43088 -2.92322
H -7.17730 -4.78702 -3.11530
H -6.48463 -4.75551 -1.56829
H -7.70721 -2.74725 -1.63095
H -7.17046 -2.41141 -3.19607
H -4.63965 -2.24785 -2.19364
H -5.39795 -2.64133 -0.62395
H -7.81013 -0.40649 -1.11396
H -6.84252 0.82438 -0.11908
H -6.94347 -0.83799 0.41158
H -6.79594 -0.03947 -3.12799
H -5.10499 -0.41994 -3.31321
H -6.04727 2.20234 -2.10128
H -4.67672 1.96691 -3.20134
H -4.54988 1.98041 -0.24715
H -3.25314 1.52144 -1.38241
H -4.36350 -0.28793 0.34860
H -3.64149 -0.59658 -1.21446
N -0.35415 -0.00729 6.91694
S -0.99924 0.77345 5.75366
O -2.20674 1.49646 6.15034
O -0.73368 0.39840 4.36918
F 0.07205 2.00688 5.75667
S -1.26294 -1.43357 6.51504
O -0.68679 -2.37166 5.63378
O -2.72686 -1.39283 6.68365
F -0.92761 -2.18529 7.93998
N 0.61104 4.21943 -4.69312
S -0.58013 3.32622 -4.74416
O -1.43606 3.55854 -5.94880
O -1.26093 2.95726 -3.48536
F 0.27399 2.05335 -5.24169
S -0.08717 5.51835 -3.88825
O 0.22444 5.65105 -2.44647
O -1.41141 5.92110 -4.28027
F 0.89996 6.63023 -4.52880
N 3.72980 5.38938 1.65331
S 4.67533 4.88601 2.72294
O 6.07771 5.33018 2.66133
O 4.23930 3.65801 3.38464
F 4.24913 5.95423 3.86084
S 4.63174 4.72226 0.38011
O 4.70433 3.27030 0.33669
O 5.76124 5.52272 -0.05859
F 3.56091 5.10096 -0.74681
N -1.41515 -4.97859 -0.98433
S -1.09880 -5.70408 0.54310
O -1.17047 -7.16608 0.48869
O -1.41566 -4.99060 1.82349
F 0.51005 -5.51525 0.61277
S -2.73798 -4.52360 -0.50884
O -2.78067 -3.11381 -0.03073
O -3.68358 -5.48202 0.03364
F -3.31849 -4.42754 -2.07799
N -5.68498 -0.59144 2.56167
S -4.84432 0.51349 3.37625
O -3.41981 0.69932 3.03516
O -5.23860 0.63635 4.78178
F -5.53791 1.84418 2.75310
S -5.21630 -1.80469 3.33721
O -6.05700 -2.22464 4.45880
O -3.79729 -2.20058 3.26611
F -5.68610 -2.95671 2.25364
N 6.43505 -1.48559 -0.97518
S 5.82756 -0.11970 -1.67858
O 4.44216 0.19205 -1.45589
O 6.50611 0.34418 -2.84504
F 6.46816 0.80334 -0.51484
S 5.58193 -2.46983 -1.78034
O 5.60871 -2.48160 -3.23354
O 4.49957 -3.18332 -1.02510
F 6.73350 -3.54468 -1.65714
N 0.20939 -1.72987 -3.33986
S -1.06308 -0.68558 -3.37939
O -1.50038 -0.23593 -4.67601
O -1.29761 0.24741 -2.27632
F -2.26326 -1.73202 -3.09406
S 1.28389 -0.91044 -4.01288
O 1.77210 0.33019 -3.31629
O 1.31136 -0.96653 -5.52383
F 2.42303 -1.95307 -3.62850
*
```

The energy above the lowest of the compared OMol25 structures with the same formula, charge and spin comes out at 108.0 kcal per mole. The LUMO energy comes out at 0.070 eV. For the HOMO-LUMO gap, the calculation gives 5.426 eV. For the strongest force on any atom, the calculation gives 11.37 eV/A. The molar mass is 1767.73 g mol⁻¹.

=====

Entry 2:
C26H61N2O6PSSeSi2Sn as an isolated structure. Source: the OMol25 dataset; level of theory: the ωB97M-V functional and the def2-TZVPD basis.

```
! RIJCOSX wB97M-V def2-TZVPD def2/J DEFGRID3
* xyz 2 1
Sn 0.30443 -0.77521 1.17588
C -4.03345 2.65253 2.74531
N -3.26878 2.06374 1.65154
C -3.76154 2.32177 0.30048
C -2.14244 1.38191 1.82606
O -1.48039 0.91211 0.89289
C -1.67549 1.13499 3.25723
O -0.39372 0.52087 3.21585
C 0.64708 1.19604 3.88006
C 1.92318 0.48604 3.48123
O 1.85006 -0.59930 2.83765
N 3.07059 1.02784 3.81770
C 4.33737 0.48541 3.32982
C 3.17088 2.24148 4.62874
H -3.74401 3.69089 2.91569
H -3.91951 2.08624 3.66610
H -5.08835 2.62895 2.47903
H -4.00420 3.37951 0.20440
H -4.66229 1.73468 0.11408
H -2.99419 2.05628 -0.41881
H -2.35949 0.43577 3.74073
H -1.63621 2.05568 3.83968
H 0.50819 1.11476 4.96354
H 0.68475 2.25128 3.59856
H 4.14945 -0.16490 2.48527
H 4.84553 -0.06125 4.12408
H 4.96207 1.31832 3.01189
H 2.29570 2.37322 5.25754
H 3.30445 3.11442 3.98894
H 4.03556 2.14547 5.28162
C -0.95905 -2.45250 -2.33805
C -1.10635 -0.94393 -2.38330
C -2.46334 -0.49023 -1.87915
C -0.83216 -0.43783 -3.79191
O -0.10096 -0.43654 -1.43408
Si 0.67727 1.02105 -1.57941
S 1.61460 1.03153 0.35024
O -0.40607 2.20008 -1.76038
C -0.23805 3.57278 -2.22328
C -1.52076 4.28923 -1.84233
C -0.04871 3.57510 -3.73207
C 0.95712 4.18769 -1.51031
O 1.75419 1.08956 -2.77024
C 3.04069 0.50359 -3.07398
C 4.11663 1.29906 -2.35256
C 3.03672 -0.95515 -2.64089
C 3.20056 0.61583 -4.58109
H -1.72763 -2.93338 -2.94345
H -1.04811 -2.80123 -1.30615
H 0.01437 -2.74869 -2.73123
H -3.25914 -0.90961 -2.49740
H -2.53140 0.59659 -1.90547
H -2.59527 -0.81917 -0.84633
H -1.54573 -0.89650 -4.47701
H 0.17329 -0.70611 -4.11731
H -0.94742 0.64359 -3.86496
H -2.38034 3.80611 -2.30962
H -1.48781 5.32652 -2.17553
H -1.65199 4.27990 -0.75954
H -0.91076 3.12294 -4.22486
H 0.84698 3.02611 -4.01715
H 0.04343 4.60100 -4.09023
H 0.82851 4.12568 -0.42819
H 1.06561 5.23624 -1.78787
H 1.88197 3.67395 -1.78650
H 3.95348 1.28822 -1.27368
H 4.11991 2.33274 -2.69900
H 5.09875 0.86960 -2.55522
H 2.96156 -1.02428 -1.55366
H 3.95534 -1.44791 -2.96266
H 2.18965 -1.47869 -3.08975
H 3.16358 1.66079 -4.88799
H 2.40292 0.07663 -5.09343
H 4.15758 0.19807 -4.89442
C 1.76138 -3.89841 -0.65791
P 1.92960 -2.83635 0.79509
C 3.70944 -2.53433 0.94646
C 1.58463 -3.95326 2.18338
H 2.36477 -4.79242 -0.49443
H 2.11128 -3.38673 -1.55337
H 0.72221 -4.18917 -0.80079
H 4.22726 -3.49028 0.85726
H 3.91811 -2.10232 1.92149
H 4.06839 -1.86255 0.16885
H 2.33246 -4.74773 2.18702
H 0.58913 -4.37992 2.07939
H 1.62993 -3.41152 3.12778
C -3.28806 -4.25087 -0.22643
Si -3.63662 -3.20320 1.25249
C -3.79563 -4.13079 2.84999
C -4.79859 -1.77878 1.02208
Se -1.57902 -2.16422 1.99453
H -4.16014 -4.85691 -0.48700
H -2.46141 -4.92982 -0.01468
H -3.04494 -3.63644 -1.09097
H -4.64084 -4.82388 2.80874
H -3.95425 -3.45363 3.68899
H -2.89411 -4.71438 3.03580
H -5.82557 -2.11797 0.86283
H -4.50572 -1.18190 0.15869
H -4.78259 -1.15020 1.91333
*
```

The energy above the lowest of the compared OMol25 structures with the same formula, charge and spin comes out at 2.1 kcal per mole. The LUMO energy comes out at -5.791 eV. For the HOMO-LUMO gap, the calculation gives 7.918 eV. For the strongest force on any atom, the calculation gives 0.86 eV/A. The molar mass is 814.67 g mol⁻¹.

=====

Entry 3:
A 5-piece molecular cluster, C26H62NO7 overall at a distorted geometry. Source: the OMol25 dataset; level of theory: the ωB97M-V functional and the def2-TZVPD basis.

```
! RIJCOSX wB97M-V def2-TZVPD def2/J DEFGRID3
* xyz 1 1
C 1.84809 -0.10924 -0.61356
C 1.30911 -0.26969 -2.03103
C -0.19168 -0.08239 -2.16907
O -0.87450 -0.51108 -0.99890
C -2.10835 -0.99620 -1.25635
N -3.25546 -0.05704 -0.89763
C -4.27890 0.27758 -1.96402
O -4.82044 1.48418 -1.54805
C -3.67282 2.24848 -1.13452
C -3.99766 3.61062 -0.61279
C -2.82885 4.59250 -0.42787
C -2.15595 5.01811 -1.74633
C -0.65838 5.28620 -1.64746
C 0.20367 4.09875 -1.19117
C 1.39546 4.55390 -0.31187
O 1.44682 4.03408 0.99631
C 0.26584 4.20951 1.73595
C -3.04313 1.24271 -0.15317
H 2.92578 -0.13264 -0.67654
H 1.57903 0.84552 -0.17625
H 1.54582 -0.90591 0.05341
H 1.79051 0.48665 -2.63912
H 1.58385 -1.26158 -2.36998
H -0.49626 -0.64031 -3.05303
H -0.38023 0.96647 -2.37632
H -2.25568 -1.89691 -0.67758
H -2.23805 -1.28846 -2.29326
H -3.80122 -0.62538 -0.25536
H -3.87764 0.28384 -2.97275
H -5.11869 -0.39919 -1.92206
H -3.01783 2.20390 -2.01120
H -4.42972 3.48491 0.37759
H -4.76826 4.05340 -1.23131
H -2.12110 4.19355 0.28736
H -3.29008 5.47352 -0.00191
H -2.40742 4.30829 -2.52709
H -2.62443 5.95073 -2.04464
H -0.46380 6.16325 -1.04083
H -0.33202 5.55053 -2.64763
H 0.62296 3.68624 -2.10102
H -0.38850 3.30927 -0.74331
H 1.47789 5.63959 -0.32610
H 2.29805 4.19483 -0.79350
H -0.33469 5.06043 1.42475
H -0.35408 3.31491 1.60014
H 0.47435 4.25037 2.79522
H -2.05424 1.52731 0.16974
H -3.70830 1.15122 0.69669
C -5.31553 -5.40358 0.16784
C -4.34271 -4.24062 0.10050
C -3.51164 -4.12562 1.36473
O -5.06028 -3.01546 -0.10915
H -6.01483 -5.27176 0.99771
H -5.90602 -5.46215 -0.74612
H -4.79023 -6.34807 0.30440
H -3.68307 -4.36631 -0.75927
H -4.14961 -3.94515 2.23431
H -2.82466 -3.27850 1.29097
H -2.92650 -5.02661 1.54631
H -5.65330 -2.89836 0.64446
C 4.81525 -3.91542 -2.78681
C 4.70791 -2.41598 -2.55596
C 6.07307 -1.74911 -2.61117
O 4.09262 -2.16224 -1.28860
H 5.43087 -4.37933 -2.01152
H 3.83000 -4.38222 -2.73972
H 5.25829 -4.13669 -3.75803
H 4.05394 -1.97479 -3.31026
H 6.72629 -2.14825 -1.83093
H 5.98257 -0.67620 -2.43893
H 6.55242 -1.90713 -3.57756
H 4.65771 -2.54436 -0.60712
C 2.83300 2.03611 4.72445
C 2.62032 3.36716 5.43229
C 3.22123 4.51458 4.63505
O 3.19553 3.32116 6.73468
H 3.90026 1.82666 4.61519
H 2.40150 1.22116 5.30674
H 2.37765 2.03658 3.73136
H 1.55194 3.53957 5.57426
H 4.30035 4.38464 4.51955
H 3.06765 5.46290 5.15044
H 2.77475 4.58108 3.64059
H 4.14210 3.16939 6.63553
C 2.39081 -5.68591 0.80556
C 1.03142 -5.51830 0.14838
C 0.70504 -4.05128 -0.12386
O 0.01519 -6.08887 0.98802
H 2.41636 -5.17459 1.77202
H 2.59649 -6.73951 0.99188
H 3.18567 -5.28033 0.17741
H 1.00488 -6.06693 -0.79381
H 0.65995 -3.47655 0.80633
H -0.27938 -3.97416 -0.59312
H 1.44202 -3.58678 -0.78346
H 0.02389 -5.62328 1.83183
*
```

The LUMO energy comes out at -2.289 eV. For the HOMO-LUMO gap, the calculation gives 9.330 eV. For the strongest force on any atom, the calculation gives 1.50 eV/A. The molar mass is 500.78 g mol⁻¹.

=====

Entry 4:
C26H63AsN2PSi4Zn as an isolated structure at a distorted geometry. Source: the OMol25 dataset; level of theory: the ωB97M-V functional and the def2-TZVPD basis.

```
! RIJCOSX wB97M-V def2-TZVPD def2/J DEFGRID3
* xyz 1 1
Zn 1.03813 0.27017 -0.14886
N 3.43213 0.75677 0.32994
C 3.60683 0.94277 1.77234
C 2.56553 0.14667 2.55204
N 1.20983 0.53767 2.16614
H 3.84503 -0.13183 0.05884
H 3.97003 1.46917 -0.15446
H 3.49293 2.00287 1.99654
H 4.59923 0.62267 2.10654
H 2.73753 0.29587 3.62494
H 2.67653 -0.91323 2.31844
H 1.03053 1.48847 2.47694
H 0.55423 -0.05723 2.66304
C -0.46077 5.93367 -0.47136
C -0.64797 4.47767 -0.06446
P 0.74043 3.26737 -0.35736
C 2.18413 4.24417 0.31094
C 2.08023 4.56117 1.79934
C 1.02573 3.53197 -2.17666
C 2.13343 2.64737 -2.73206
H -1.37057 6.48027 -0.22946
H -0.28737 6.03597 -1.53956
H 0.35843 6.40577 0.06364
H -1.51737 4.07577 -0.58986
H -0.87227 4.42817 1.00464
H 2.27483 5.17017 -0.26156
H 3.08193 3.65007 0.12744
H 1.25673 5.24107 2.00264
H 2.99503 5.03737 2.14984
H 1.92273 3.66257 2.39394
H 1.27363 4.57947 -2.36706
H 0.08393 3.30857 -2.68586
H 3.09623 2.95307 -2.33086
H 2.17793 2.73347 -3.81556
H 1.96973 1.59567 -2.47866
C 1.11433 -3.33503 3.03194
Si -0.11637 -3.20023 1.56364
C -0.60107 -4.98383 1.07834
C -1.69557 -2.37783 2.26914
Si 0.97473 -2.19613 -0.33706
Si -0.00417 -2.71443 -2.46496
C 0.67703 -1.43363 -3.70936
C -1.90717 -2.65713 -2.60556
C 0.47303 -4.47133 -3.03776
Si 3.22403 -3.13543 -0.37216
C 3.12613 -5.03373 -0.19336
C 4.54813 -2.66583 0.94744
C 4.03003 -2.71133 -2.05166
H 0.77963 -4.08073 3.74844
H 1.22603 -2.40253 3.57824
H 2.09843 -3.64193 2.69224
H -1.02347 -5.51803 1.92734
H 0.25543 -5.55573 0.73524
H -1.34247 -5.00143 0.28414
H -1.87177 -2.67273 3.30044
H -2.56597 -2.68113 1.69344
H -1.64187 -1.28993 2.23754
H 0.30433 -0.43733 -3.48626
H 0.38283 -1.67223 -4.72616
H 1.76063 -1.38933 -3.68666
H -2.30467 -1.67583 -2.35966
H -2.37967 -3.38453 -1.95216
H -2.21757 -2.88743 -3.62176
H 1.54523 -4.61083 -3.11806
H 0.04843 -4.67383 -4.01796
H 0.09273 -5.23093 -2.36096
H 2.83273 -5.32663 0.81064
H 4.09853 -5.48203 -0.38316
H 2.42443 -5.48613 -0.88516
H 4.14453 -2.63123 1.95484
H 5.04223 -1.71813 0.75444
H 5.33003 -3.42173 0.95284
H 3.47773 -3.15413 -2.87236
H 5.04683 -3.08593 -2.11186
H 4.06683 -1.64043 -2.22836
C -3.91967 -0.85713 -0.01256
As -2.27207 0.22877 -0.02396
C -2.63057 1.25027 -1.66646
C -2.80757 1.63317 1.30314
C -4.26497 1.89957 1.25874
C -5.12907 1.19417 2.08944
C -6.49747 1.35327 1.98694
C -7.02137 2.22567 1.04794
C -6.17267 2.93657 0.21824
C -4.80387 2.77867 0.32734
H -4.71657 -0.35233 -0.55566
H -4.25097 -1.02293 1.00994
H -3.72867 -1.82483 -0.47356
H -3.69387 1.43847 -1.79876
H -2.26137 0.70997 -2.53696
H -2.11337 2.20667 -1.62646
H -2.22427 2.52847 1.08154
H -2.50847 1.26897 2.28974
H -4.72027 0.51717 2.82714
H -7.15457 0.78737 2.62954
H -8.08847 2.36377 0.96624
H -6.58567 3.60427 -0.52296
H -4.14467 3.34947 -0.31136
*
```

The LUMO energy comes out at -2.619 eV. For the HOMO-LUMO gap, the calculation gives 7.564 eV. For the strongest force on any atom, the calculation gives 1.17 eV/A. The molar mass is 687.43 g mol⁻¹.